114
Properties=species:S:1:pos:R:3 method="wB97M-V/def2-TZVPD" e_tot_ev=-51662.8011 relative_energy_kcal_mol=114.0 multiplicity=1 gap_ev=8.377 max_force_ha_per_bohr=0.0746 total_charge=0
H -18.336 -3.191 1.852
C -25.822 -2.083 -6.051
H -8.640 -7.574 -12.233
O -17.674 3.784 -6.646
H -15.994 -2.268 -17.824
H -14.086 3.348 -13.393
H -13.663 -2.226 0.468
H -16.907 -5.245 -2.251
N -17.003 -3.217 0.528
H -13.136 6.248 -10.779
C -14.752 -2.626 -1.323
H -28.369 -2.657 -7.096
H -8.551 -6.998 -13.910
H -14.102 -1.988 -1.922
H -25.270 -1.934 -10.772
H -13.161 2.346 -17.987
H -14.239 -3.571 -1.504
C -16.250 -2.731 -1.805
H -22.974 -1.736 -9.188
H -14.184 -4.751 0.454
C -19.170 4.426 -8.204
C -16.943 -5.123 -1.168
H -16.616 -4.340 -16.982
C -18.550 -3.004 -1.448
H -15.859 -2.119 -20.156
C -16.034 -4.378 -17.903
H -16.400 -3.023 3.017
C -14.700 -2.261 0.133
C -8.457 -6.705 -12.864
C -23.685 -1.509 -8.394
H -15.242 -3.382 -11.798
H -15.022 -1.241 0.340
C -13.997 4.942 -12.327
H -17.449 3.009 -7.166
C -16.332 -3.059 -18.494
H -23.926 -0.796 -10.793
C -26.565 0.240 -6.756
H -14.988 -4.637 -17.740
C -14.945 -4.439 1.169
H -14.264 -4.545 2.014
C -24.974 -0.842 -8.948
H -24.770 -1.798 -6.026
H -25.903 -3.158 -6.211
H -10.519 -6.085 -12.915
H -12.482 4.645 -10.877
C -15.550 -2.007 -10.240
O -17.907 -3.914 1.389
H -15.711 -5.208 1.268
C -25.041 0.691 -8.680
H -23.788 -2.499 -7.950
H -9.561 -5.137 -11.761
H -14.955 5.438 -12.480
H -16.169 -3.256 -2.757
H -15.557 -0.289 -10.855
H -12.191 0.356 -17.864
H -14.203 4.911 -10.249
H -19.335 -3.625 -1.015
H -9.411 -4.919 -13.539
H -18.786 -1.970 -1.196
H -25.662 1.184 -9.428
H -27.371 0.724 -7.307
O -12.722 2.199 -17.146
H -19.617 3.176 -6.537
H -10.621 1.665 -15.565
O -7.178 -6.091 -12.564
C -28.084 -1.616 -6.943
H -26.198 -1.768 -5.077
H -16.759 -2.355 -11.921
H -25.599 -0.239 -11.101
H -16.420 -5.200 -18.506
H -19.302 4.901 -6.125
H -7.114 -5.341 -13.160
H -17.398 -2.893 -18.650
C -11.702 1.249 -17.475
H -28.679 -1.030 -7.643
H -10.982 1.560 -18.232
C -25.280 0.920 -7.179
O -15.981 -0.752 -10.129
H -16.018 -5.407 -0.665
H -13.238 5.255 -13.044
C -15.703 -2.404 -11.657
H -18.741 -3.059 -2.520
O -15.680 -2.983 -19.777
H -17.727 -5.739 -0.730
C -9.543 -5.637 -12.729
C -15.650 -3.123 1.057
H -15.155 -1.781 -12.364
H -16.084 -2.746 -9.643
N -26.211 -1.530 -8.470
O -14.165 3.513 -12.451
H -27.181 -2.925 -9.206
H -28.420 -1.383 -5.932
H -24.033 1.081 -8.823
H -11.618 0.178 -15.559
O -26.257 -2.856 -8.954
C -15.691 -2.398 2.474
H -14.512 -2.055 -9.911
C -24.974 -0.916 -10.519
H -16.625 -1.757 -2.121
C -10.997 0.838 -16.166
H -25.253 2.004 -7.066
H -26.655 0.499 -5.701
H -19.083 3.623 -8.937
H -10.222 0.106 -16.390
H -18.562 5.241 -8.598
H -24.416 0.571 -6.612
H -20.237 4.626 -8.304
C -13.414 5.206 -10.940
H -14.821 -2.425 3.130
H -16.052 -1.370 2.443
H -23.153 -0.852 -7.706
C -17.183 -3.539 -0.935
C -19.016 4.059 -6.756
C -26.634 -1.293 -7.071